A cluster of 3 separate species, C3H8N2O2 in total. Source: the Open Molecules 2025 dataset; level of theory: ωB97M-V/def2-TZVPD.

Properties
* gap between HOMO and LUMO: 0.3477 hartree
* SMILES string: c1c[nH]cn1.O.O
* E_HOMO: -8.65 eV
* relative energy (zero: lowest compared OMol25 entry of this formula, charge and spin): 52.52 kcal/mol
* total energy: -10314.6747 eV

Structure (XYZ):
```
15
Properties=species:S:1:pos:R:3:forces:R:3
C 1.4136 -1.3912 0.2021 -2.7 -1.6 -1.4
C 0.2563 -2.1234 -0.2003 3.9 0.0 0.5
N -0.7370 -1.4944 0.3803 -1.0 3.6 2.3
C -0.3076 -0.3249 1.0669 5.0 -5.2 -2.5
N 1.0403 -0.3751 0.9899 -0.5 1.9 -0.2
H 2.2708 -1.5304 -0.4171 1.2 0.2 0.8
H 0.3320 -3.1258 -0.6301 -0.9 0.6 -0.1
H -1.6740 -1.5704 0.2095 -2.7 -0.9 -0.6
H -0.6834 0.5132 1.4972 -2.4 1.6 1.1
O -2.2538 1.8656 -0.5846 1.8 1.5 -0.3
H -2.7604 2.6417 -0.8569 -0.6 -0.3 0.1
H -1.3477 2.2905 -0.6924 -1.0 -1.3 0.2
O 1.0935 2.2914 -1.0564 0.7 -0.8 -0.3
H 1.1416 1.7420 -0.2327 0.4 0.2 -1.2
H 1.7061 1.9070 -1.7531 -1.2 0.5 1.7
```
Forces are in eV/Å.

A structure of composition C11H28IMnO2P2. Source: the Open Molecules 2025 dataset; level of theory: ωB97M-V/def2-TZVPD.

Properties
* gap between HOMO and LUMO (alpha / beta): 0.2696 / 0.2244 hartree
* E_HOMO (alpha / beta): -16.28 / -16.80 eV
* total energy: -73937.3732 eV
* net charge: +2
* spin multiplicity: 5

Structure (XYZ):
```
45
Properties=species:S:1:pos:R:3:forces:R:3
C -1.0424 -1.9788 -0.9592 0.2 -0.2 -1.1
I -1.2124 -1.0399 2.6584 0.1 -0.1 0.4
H -1.4719 -2.6799 -0.2573 -0.1 -0.1 0.3
H -0.2568 -2.4513 -1.5446 0.1 0.1 0.0
H -1.7890 -1.6295 -1.6601 0.0 0.2 0.0
Mn -0.2373 -0.5277 0.1325 -0.9 -0.5 1.0
P 1.4087 -2.2349 0.6632 1.4 -1.2 0.0
C 2.9638 -1.9096 -0.2440 -0.5 0.3 0.1
C 1.9171 -2.4464 2.4062 -0.2 0.4 0.0
H 2.5903 -3.3118 2.5045 -0.2 0.4 0.0
H 1.8706 -4.6111 0.4950 -0.1 0.2 0.0
H 1.0162 -2.6084 3.0143 0.3 -0.2 0.0
H 0.1301 -4.3053 0.7405 0.1 0.0 0.0
H 3.4063 -0.9938 0.1529 0.1 -0.1 -0.1
H 2.4051 -1.5312 2.7527 0.0 -0.2 0.1
C 1.0285 -3.9707 0.2135 -0.5 0.3 -0.2
H 3.6409 -2.7537 -0.1107 0.0 0.1 0.0
H 0.8473 -4.0671 -0.8608 0.1 -0.1 0.2
H 2.7401 -1.7541 -1.3012 0.1 -0.1 0.0
P -2.4633 0.4543 -0.0174 -1.5 0.3 -0.3
C -2.6645 1.6178 -1.3753 0.3 0.3 -0.3
C -3.8240 -0.7306 -0.3628 0.3 -0.4 0.0
H -3.0027 0.7495 2.3354 -0.3 0.4 -0.3
H -4.0967 1.7372 1.3159 0.3 -0.1 -0.1
H -2.3792 2.2373 1.5776 -0.3 -0.1 0.1
C -3.0618 1.3895 1.4343 0.5 -0.1 0.3
H -3.9734 -1.4285 0.4653 0.0 0.1 0.0
H -4.7490 -0.1690 -0.5362 0.2 0.0 0.2
H -3.7356 1.7917 -1.5485 0.3 -0.1 0.0
H -2.1835 1.2187 -2.2771 -0.2 0.2 0.1
H -3.6201 -1.3225 -1.2654 -0.2 0.3 0.3
H -2.1858 2.5612 -1.1054 0.0 -0.1 -0.1
C 0.5043 0.8221 -1.1043 2.4 2.5 -2.9
O 1.1567 0.5532 -2.1031 -1.8 -0.2 2.5
C 1.1612 4.2834 -0.2555 -0.8 0.6 -0.2
C 1.6044 2.9671 -0.8372 0.5 0.7 0.1
C 2.8375 2.3864 -0.2030 0.0 -0.8 0.1
O 0.4483 2.0835 -0.5493 -0.5 -2.6 -0.2
H 0.8103 4.1504 0.7757 0.3 0.1 -0.1
H 0.3108 4.6596 -0.8474 0.2 -0.1 0.3
H 1.9111 5.0803 -0.2897 0.1 -0.4 0.0
H 1.7383 3.0347 -1.9164 -0.2 -0.1 0.0
H 2.6545 2.1091 0.8340 -0.1 0.1 0.2
H 3.1827 1.4949 -0.7308 -0.1 0.0 -0.1
H 3.6645 3.0740 -0.2093 0.2 0.5 -0.1
```
Forces are in eV/Å.

A cluster of 16 separate species, C35H78O18 in total. Source: the Open Molecules 2025 dataset; level of theory: ωB97M-V/def2-TZVPD.

Properties
* gap between HOMO and LUMO: 0.3046 hartree
* E_HOMO: -8.87 eV
* total energy: -74407.3940 eV

Structure (XYZ):
```
131
Properties=species:S:1:pos:R:3:forces:R:3
C -2.2095 -2.7016 0.1030 -0.8 0.5 0.1
C -2.1561 -1.2894 -0.4980 0.3 -0.6 0.3
C -1.6241 -0.3154 0.5647 0.4 0.0 -0.2
C -0.3714 0.4735 0.2611 0.1 0.5 0.3
C 0.4234 0.3596 -0.8736 -0.2 -0.2 -0.1
C 1.5746 1.1193 -1.0426 0.0 -0.1 -0.2
C 1.9691 2.0161 -0.0757 -0.4 -0.1 0.0
C 1.1682 2.1652 1.0560 -0.3 -0.1 0.1
C 0.0148 1.4161 1.2296 0.3 0.2 -0.3
C 1.6073 3.1662 2.0600 0.0 -0.1 -0.2
O 0.8423 3.8161 2.7354 -0.2 -0.1 0.6
C 3.0688 3.3391 2.1563 0.8 0.0 -0.2
C 3.8423 3.1592 1.0882 -0.3 0.0 0.3
C 3.2065 2.8058 -0.1971 0.1 -0.3 0.3
O 3.6868 3.1137 -1.2647 0.4 0.0 -0.6
O -3.3973 -0.8869 -1.0585 0.0 -0.3 0.2
C -4.4478 -0.7371 -0.1111 -0.2 1.2 -0.6
C -4.8084 0.7350 0.0312 0.0 -0.2 0.4
C -4.7008 1.6251 -1.0317 -0.2 -0.1 0.3
C -5.0349 2.9639 -0.8539 0.1 -0.5 0.1
C -5.4567 3.4073 0.3944 0.0 0.3 -0.2
C -5.5693 2.5293 1.4654 0.2 -0.1 -0.4
C -5.2456 1.1891 1.2737 -0.2 0.3 -0.1
H -2.8423 -3.3624 -0.4858 0.2 -0.1 -0.3
H -1.2037 -3.0970 0.1983 0.1 -0.1 0.1
H -2.6705 -2.6431 1.0869 0.1 -0.2 0.2
H -1.4815 -1.3782 -1.3392 0.0 0.4 -0.3
H -1.4113 -0.8747 1.4758 0.0 -0.1 0.1
H -2.3801 0.4079 0.8580 -0.2 0.0 -0.1
H 0.1689 -0.3310 -1.6635 -0.1 -0.1 0.0
H 2.1753 0.9839 -1.9300 0.1 0.1 -0.1
H -0.5791 1.5751 2.1213 -0.1 0.0 0.0
H 3.5235 3.5913 3.0996 -0.1 0.3 0.2
H 4.9132 3.2557 1.1302 0.2 0.2 -0.1
H -4.1885 -1.0857 0.8842 0.0 -0.4 0.0
H -5.3236 -1.2465 -0.5063 0.0 -0.4 0.2
H -4.3520 1.2327 -1.9745 0.1 0.1 -0.2
H -4.9487 3.6358 -1.6941 0.0 0.2 0.0
H -5.6927 4.4542 0.5231 0.0 0.1 0.1
H -5.8823 2.8972 2.4308 -0.1 0.0 0.1
H -5.3269 0.4963 2.0983 0.0 -0.1 0.1
C 6.8377 2.3463 -3.6053 -0.2 0.1 0.2
O 6.2985 3.4415 -2.8816 0.2 -0.1 0.0
H 7.4386 2.7465 -4.4186 0.0 0.0 0.0
H 7.4767 1.7281 -2.9662 0.0 0.0 -0.1
H 6.0416 1.7234 -4.0263 0.1 -0.1 -0.1
H 5.7623 3.0826 -2.1655 -0.2 0.2 0.0
C 6.1974 0.2168 0.6485 0.0 -0.1 0.3
O 5.2838 0.6238 1.6699 0.0 0.0 -0.1
H 5.9293 0.7403 -0.2669 -0.1 0.0 0.0
H 7.2229 0.4802 0.9223 0.0 0.0 -0.1
H 6.1301 -0.8565 0.4705 0.1 0.0 -0.2
H 5.5190 0.1582 2.4766 0.0 0.0 0.0
C 6.7242 -1.6001 -2.9226 0.0 -0.2 -0.1
O 6.3121 -2.2332 -1.7106 0.0 0.0 0.1
H 6.4983 -0.5408 -2.8311 0.0 0.0 0.1
H 7.8000 -1.7208 -3.0782 0.1 0.1 0.0
H 6.1823 -2.0050 -3.7794 0.2 0.2 0.2
H 6.5097 -3.1699 -1.7896 0.0 0.0 0.0
C -0.5027 -4.8383 3.1683 -0.1 0.3 0.1
O -1.4168 -3.8578 3.6587 -0.1 -0.1 0.0
H -1.0636 -5.5833 2.6071 -0.1 0.1 0.0
H 0.2307 -4.3711 2.5151 0.1 -0.2 0.0
H 0.0080 -5.3278 4.0007 0.1 -0.1 -0.1
H -0.9014 -3.2109 4.1492 0.0 0.0 0.0
C -7.9437 -2.9121 -1.3597 0.2 -0.1 -0.1
O -6.5234 -2.9471 -1.4641 -0.1 0.0 0.0
H -8.1898 -2.5193 -0.3768 0.0 0.0 0.0
H -8.3751 -2.2564 -2.1209 -0.1 0.0 0.0
H -8.3682 -3.9145 -1.4626 -0.1 0.0 0.0
H -6.2984 -3.2900 -2.3329 0.1 0.0 0.0
C 3.4746 -5.3179 2.5053 0.0 0.2 0.1
O 2.5711 -4.3328 2.9966 0.2 -0.1 0.0
H 2.8933 -6.0484 1.9479 0.0 0.0 0.0
H 4.2162 -4.8714 1.8379 0.0 -0.1 0.0
H 3.9864 -5.8253 3.3272 0.0 -0.1 -0.1
H 3.0833 -3.6861 3.4900 -0.1 0.0 0.0
C -9.6599 0.2817 -0.3920 0.2 0.2 0.0
O -8.4327 0.3469 0.3229 -0.1 -0.1 -0.1
H -10.2462 -0.5317 0.0295 0.0 0.0 0.0
H -10.2238 1.2128 -0.2900 -0.1 0.0 0.0
H -9.4867 0.0805 -1.4531 -0.1 0.0 0.0
H -7.9106 1.0655 -0.0483 0.1 0.0 0.1
C 1.1445 -4.6329 7.0708 -0.3 0.2 0.0
O 0.7333 -3.2845 6.8546 0.1 0.0 -0.1
H 2.2152 -4.6936 6.8952 0.0 0.1 0.0
H 0.9326 -4.9362 8.0990 0.1 -0.1 0.0
H 0.6285 -5.3028 6.3787 0.1 -0.1 0.0
H -0.2138 -3.2405 7.0123 0.0 0.0 0.0
C -0.1048 -2.3459 -4.4529 0.1 -0.2 0.3
O 0.0987 -2.1561 -3.0503 0.0 0.0 -0.1
H -0.6687 -1.4996 -4.8299 0.0 0.0 0.0
H 0.8532 -2.3994 -4.9737 -0.1 0.0 -0.1
H -0.6704 -3.2624 -4.6315 0.0 0.0 -0.2
H 0.5976 -2.9080 -2.7191 0.0 0.0 0.1
C 3.1391 1.3785 5.7053 -0.1 0.2 -0.1
O 3.2385 2.7111 5.2134 0.0 -0.2 0.1
H 4.0268 1.1785 6.3003 0.0 0.0 0.0
H 2.2555 1.2581 6.3364 0.0 -0.1 0.0
H 3.0934 0.6607 4.8803 0.0 -0.1 0.1
H 2.4437 2.8828 4.6985 -0.1 0.1 0.1
C -0.4290 -0.4717 -7.9221 -0.1 -0.2 -0.1
O -0.7473 -1.7869 -7.4728 0.1 0.1 0.0
H 0.1887 -0.0036 -7.1597 0.0 0.0 0.0
H 0.1295 -0.5034 -8.8609 0.0 0.1 0.0
H -1.3340 0.1246 -8.0593 0.0 0.1 0.0
H -1.2941 -2.2018 -8.1449 0.0 0.0 0.0
C -3.3257 2.1358 4.6022 0.0 0.1 -0.3
O -2.9613 1.6527 3.3146 0.2 -0.1 0.1
H -2.8571 1.5007 5.3505 0.0 -0.1 -0.1
H -2.9754 3.1626 4.7318 -0.1 0.0 0.1
H -4.4116 2.0981 4.7302 0.0 0.1 0.1
H -3.3839 2.2214 2.6616 0.0 -0.1 -0.1
C -1.8632 5.7158 3.2465 0.0 -0.1 0.3
O -2.9124 5.8719 4.2068 -0.1 0.0 -0.2
H -2.2556 5.9765 2.2669 -0.1 0.0 0.0
H -1.0309 6.3808 3.4869 0.1 0.0 -0.1
H -1.5080 4.6839 3.2246 0.1 0.0 -0.1
H -2.5484 5.6405 5.0650 0.0 0.0 0.0
C 3.1936 4.8480 -4.7414 0.0 0.0 0.4
O 2.2501 5.2810 -3.7681 0.0 0.0 -0.1
H 2.9650 5.3450 -5.6816 -0.1 0.0 0.0
H 4.2057 5.1125 -4.4268 0.1 -0.1 -0.2
H 3.1218 3.7654 -4.8806 0.1 0.0 -0.1
H 2.4699 4.8296 -2.9473 0.0 0.0 0.1
C 3.5971 -2.5021 -5.2423 0.2 0.0 -0.2
O 5.0219 -2.4736 -5.2821 -0.3 -0.1 -0.2
H 3.2816 -2.1437 -4.2651 0.1 0.0 0.0
H 3.1811 -1.8476 -6.0126 -0.1 0.0 0.1
H 3.2264 -3.5207 -5.3873 -0.1 0.0 0.0
H 5.2977 -2.7876 -6.1470 0.1 0.0 0.0
```
Forces are in eV/Å.

A structure of composition C39H37BrF5IN3O3PRuS. Source: the Open Molecules 2025 dataset; level of theory: ωB97M-V/def2-TZVPD.

Properties
* gap between HOMO and LUMO (alpha / beta): 0.2642 / 0.2408 hartree
* E_HOMO (alpha / beta): -10.70 / -10.70 eV
* relative energy (zero: lowest compared OMol25 entry of this formula, charge and spin): 25.29 kcal/mol
* total energy: -166089.4095 eV
* net charge: +1
* spin multiplicity: 2

Structure (XYZ):
```
92
Properties=species:S:1:pos:R:3:forces:R:3
Ru 0.2910 -1.3091 0.1898 1.0 -1.3 0.3
C -1.6001 -3.6621 3.2909 0.0 0.0 0.0
C -2.4619 -4.4469 2.5403 0.0 0.0 0.0
C -2.5545 -4.2554 1.1712 0.0 0.0 0.1
C -1.7725 -3.2868 0.5478 0.0 0.0 -0.1
C -0.8598 -2.5136 1.2978 -0.4 0.2 -0.2
C -0.7996 -2.7087 2.6775 0.0 0.0 0.0
C -1.9268 -2.9651 -0.8836 -0.1 -0.1 0.1
C -2.8156 -3.6749 -1.7324 0.0 0.0 0.0
C -3.0029 -3.2533 -3.0083 0.0 0.0 0.0
C -2.3353 -2.0945 -3.4733 -0.1 -0.1 -0.1
C -2.5414 -1.5785 -4.7735 0.0 0.0 0.0
C -1.8848 -0.4542 -5.1836 0.0 0.0 0.0
C -0.9919 0.1906 -4.3027 0.0 0.0 0.0
C -0.7751 -0.2892 -3.0408 0.0 0.0 0.0
C -1.4456 -1.4484 -2.5939 0.2 0.0 0.0
N -1.2248 -1.9300 -1.3214 -0.1 0.3 0.1
H -1.5413 -3.7939 4.3635 0.0 0.0 0.0
H -3.0703 -5.2016 3.0200 0.0 0.0 0.0
H -3.2575 -4.8548 0.6102 0.0 0.0 0.0
H -0.1358 -2.1180 3.2879 0.0 0.0 0.0
H -3.3417 -4.5387 -1.3589 0.0 0.0 0.0
H -3.6719 -3.7838 -3.6748 0.0 0.0 0.0
H -3.2305 -2.0925 -5.4321 0.0 0.0 0.0
H -2.0487 -0.0539 -6.1747 0.0 0.0 0.0
H -0.4670 1.0784 -4.6316 0.0 0.0 0.0
H -0.0803 0.2162 -2.3867 0.0 0.0 0.0
Br -3.4450 2.3865 5.7403 0.0 0.0 0.0
C -1.6168 2.8108 5.9353 0.0 0.0 0.0
C -1.2545 3.6465 6.9847 0.0 0.0 0.0
C 0.0728 3.9912 7.1720 0.0 0.0 0.0
C 1.0467 3.4959 6.3167 0.0 0.0 0.0
C 0.6879 2.6642 5.2695 0.0 0.0 0.0
C -0.6461 2.3219 5.0714 0.0 0.1 0.0
I -1.0914 1.1028 3.4465 -0.2 0.0 0.1
H -2.0202 4.0225 7.6486 0.0 0.0 0.0
H 0.3433 4.6480 7.9876 0.0 0.0 0.0
H 2.0869 3.7537 6.4629 0.0 0.0 0.0
H 1.4432 2.2680 4.6041 0.0 0.0 0.0
F 1.6068 -0.8598 2.9469 -0.2 0.0 0.0
C 1.8175 -1.1735 1.6339 -0.1 0.6 -0.5
F 2.7435 -0.2094 1.2261 0.1 -0.1 0.1
C 2.5769 -2.5300 1.6723 -0.1 0.0 0.2
F 2.1180 -3.3124 2.6444 0.1 0.0 0.0
F 3.8909 -2.4176 1.8064 0.0 0.0 -0.1
F 2.3337 -3.2114 0.5046 -0.1 0.0 0.0
C 5.4295 -2.2291 -2.6563 0.0 0.0 0.0
C 4.4997 -2.5497 -1.5113 0.0 0.0 0.0
O 3.7138 -1.3822 -1.1735 0.0 -0.1 0.0
P 2.1835 -1.1478 -1.5281 -0.2 0.4 -0.2
O 1.9977 -1.8618 -2.9509 0.1 -0.1 0.0
C 1.4075 -3.1736 -3.1126 0.0 0.0 0.0
C 1.0978 -3.3635 -4.5755 0.0 0.0 0.0
O 2.1733 0.3993 -1.8885 0.0 0.0 -0.1
C 3.0017 0.9926 -2.9290 0.0 0.0 0.0
C 4.2420 1.6147 -2.3341 0.0 0.0 0.0
H 6.0015 -3.1171 -2.9278 0.0 0.0 0.0
H 6.1316 -1.4443 -2.3765 0.0 0.0 0.0
H 4.8663 -1.9018 -3.5311 0.0 0.0 0.0
H 5.0440 -2.8047 -0.6046 0.0 0.0 0.0
H 3.8457 -3.3859 -1.7540 0.0 0.0 0.0
H 0.5013 -3.2334 -2.5081 0.0 0.0 0.0
H 2.1059 -3.9289 -2.7499 0.0 0.0 -0.1
H 0.3307 -2.6595 -4.9004 0.0 0.0 0.0
H 0.7377 -4.3783 -4.7472 0.0 0.0 0.0
H 1.9920 -3.2099 -5.1789 0.0 0.0 0.0
H 2.3672 1.7467 -3.3935 0.0 0.0 0.0
H 3.2314 0.2312 -3.6745 0.0 0.0 0.0
H 3.9746 2.3384 -1.5640 0.0 0.0 0.0
H 4.7993 2.1335 -3.1150 0.0 0.0 0.0
H 4.8836 0.8601 -1.8847 0.0 0.0 0.0
S -1.9055 4.6563 -1.0287 0.0 0.0 0.0
C -1.3836 3.0257 -0.5352 0.0 0.0 0.0
C -2.2837 1.9649 -0.4977 0.0 0.0 0.1
C -1.8381 0.7183 -0.1290 -0.1 -0.1 0.3
N -0.5575 0.4929 0.2196 0.1 0.2 -0.3
C 0.3048 1.5229 0.2330 -0.1 0.0 0.2
C -0.0696 2.7916 -0.1599 0.0 0.0 0.0
C -2.6397 5.1223 0.5359 0.0 0.0 0.0
C -3.9858 4.9013 0.7814 0.0 0.0 0.0
C -4.4934 5.2668 2.0211 0.0 0.0 0.0
N -3.7610 5.8188 2.9836 0.0 0.0 0.0
C -2.4738 6.0336 2.7278 0.0 0.0 0.0
C -1.8638 5.7073 1.5243 0.0 0.0 0.0
H -3.3234 2.1082 -0.7553 0.0 0.0 0.0
H -2.5071 -0.1270 -0.0654 0.0 0.0 -0.1
H 1.2995 1.3072 0.5976 0.0 0.0 -0.1
H 0.6544 3.5937 -0.1439 0.0 0.0 0.0
H -4.6276 4.4649 0.0283 0.0 0.0 0.0
H -5.5419 5.1098 2.2467 0.0 0.0 0.0
H -1.8970 6.4930 3.5223 0.0 0.0 0.0
H -0.8131 5.9071 1.3645 0.0 0.0 0.0
```
Forces are in eV/Å.

Number 1: F_max 0.1476 hartree/bohr. Number 2: F_max 0.0874 hartree/bohr. Number 3: F_max 0.0262 hartree/bohr. Number 4: F_max 0.0323 hartree/bohr.